[1]
The following is a DFT calculation (the ωB97M-V functional and the def2-TZVPD basis) of an isolated ion of composition C29H49N4O8 and charge +1 in a non-equilibrium geometry.

Properties
- Frontier orbital gap: 8.524 eV
- Net charge: +1
- SMILES string: CC(=O)OCCCCCC[N@H+]1[C@H](CCCCN)[C@@H](O)N(COC(C)=O)[C@H](OC(=O)c2ccccc2)[C@@H]1C[C@H](O)CN
- HOMO: -10.89 eV
- LUMO level: -2.36 eV
- Largest force on an atom: 9.27 eV Å⁻¹
- 2S+1: 1

Last column: Mulliken charge in e.
Atoms and positions in Å:
C: 2.781 5.433 -3.663  -0.717
C: 1.394 4.581 -3.279  0.457
O: 0.225 5.148 -2.966  -0.540
O: 1.525 3.116 -3.283  -0.228
C: 1.343 2.557 -4.636  -0.553
C: -0.082 1.685 -4.570  -0.459
C: 0.242 0.376 -3.636  -0.635
C: -1.139 -0.391 -3.087  -0.011
C: -0.663 -1.853 -2.549  -0.457
C: -1.184 -2.298 -1.070  -0.207
N: -0.568 -1.601 0.115  0.166
C: 0.976 -1.639 0.110  -0.035
C: 1.598 -3.132 0.362  -0.989
C: 2.866 -3.293 -0.711  -0.197
C: 3.582 -4.766 -0.667  -0.665
C: 2.684 -5.790 -1.595  -0.284
N: 3.178 -7.202 -1.356  -0.590
C: 1.624 -0.673 1.313  -0.504
O: 2.058 0.590 0.627  -0.487
N: 0.623 -0.455 2.417  0.215
C: 1.220 0.033 3.703  -0.374
O: 2.610 0.542 3.607  -0.250
C: 3.461 0.014 4.684  0.555
C: 4.955 -0.564 4.229  -0.746
O: 3.166 -0.003 5.994  -0.505
C: -0.524 0.375 1.900  0.291
O: -1.572 0.512 2.927  -0.279
C: -1.778 1.905 3.341  0.436
O: -1.597 2.175 4.663  -0.556
C: -2.254 3.161 2.405  0.482
C: -3.904 3.409 2.300  -0.298
C: -4.613 4.579 1.397  -0.453
C: -3.634 5.583 0.545  -0.380
C: -1.999 5.365 0.671  -0.401
C: -1.273 4.184 1.566  -0.270
C: -1.105 -0.233 0.451  -0.554
C: -2.724 -0.057 0.443  -0.571
C: -3.594 -1.239 1.157  0.211
O: -4.525 -1.968 0.281  -0.573
C: -4.545 -0.706 2.427  -0.608
N: -5.519 0.382 2.029  -0.512
H: 3.146 4.965 -4.686  0.275
H: 3.568 5.116 -2.829  0.258
H: 2.582 6.585 -3.707  0.295
H: 1.325 3.352 -5.494  0.394
H: 2.188 1.727 -4.782  0.270
H: -0.314 1.319 -5.677  0.301
H: -0.975 2.328 -4.116  0.260
H: 0.824 0.685 -2.641  0.161
H: 0.978 -0.388 -4.184  0.291
H: -1.903 -0.554 -3.983  0.448
H: -1.631 0.318 -2.302  -0.015
H: 0.517 -1.944 -2.707  -0.065
H: -1.116 -2.652 -3.313  0.432
H: -2.353 -2.311 -1.106  0.103
H: -0.877 -3.448 -0.958  0.440
H: -0.814 -2.210 0.956  0.819
H: 1.447 -1.226 -0.877  0.177
H: 0.849 -4.021 0.234  0.477
H: 2.088 -3.280 1.441  0.329
H: 3.610 -2.382 -0.553  0.245
H: 2.376 -3.105 -1.781  -0.009
H: 3.819 -5.166 0.407  0.378
H: 4.628 -4.647 -1.229  0.253
H: 1.558 -5.622 -1.322  0.155
H: 2.819 -5.527 -2.750  0.230
H: 3.738 -7.194 -0.453  0.287
H: 2.314 -7.758 -1.138  0.274
H: 2.637 -1.185 1.657  0.305
H: 2.974 0.818 0.989  0.379
H: 0.615 0.842 4.289  0.194
H: 1.285 -0.912 4.430  0.308
H: 4.867 -1.000 3.136  0.169
H: 5.342 -1.424 4.923  0.303
H: 5.688 0.358 4.169  0.278
H: -0.142 1.487 1.689  0.275
H: -4.611 2.698 2.912  0.390
H: -5.805 4.620 1.385  0.312
H: -4.150 6.405 -0.117  0.317
H: -1.311 6.081 0.042  0.289
H: -0.114 4.011 1.639  0.331
H: -0.655 0.511 -0.367  0.147
H: -3.060 -0.035 -0.702  0.464
H: -3.095 0.993 0.871  -0.298
H: -2.878 -2.046 1.637  -0.030
H: -4.413 -1.737 -0.685  0.403
H: -5.217 -1.657 2.693  0.410
H: -3.930 -0.481 3.396  0.124
H: -5.253 0.870 1.147  0.228
H: -6.482 -0.017 1.818  0.317

---

[2]
The following is a DFT calculation (the ωB97M-V functional and the def2-TZVPD basis) of C29H49N7O9PRhSbSi3 as an isolated structure.

Properties
- Frontier orbital gap (alpha / beta): 7.754 / 5.277 eV
- Net charge: +1
- HOMO (alpha / beta): -10.61 / -11.08 eV
- LUMO level (alpha / beta): -2.86 / -5.80 eV
- Largest force on an atom: 0.83 eV Å⁻¹
- 2S+1: 5
- ΔE to the lowest compared entry with this formula, charge and spin: 230.4 kJ/mol

Last column: Löwdin spin population.
Atoms and positions in Å:
Rh: -0.133 -0.187 -0.390  2.258
O: 1.251 0.004 3.848  0.031
C: 1.120 -0.256 2.668  0.016
O: 0.098 0.124 1.946  0.235
C: 2.122 -1.162 1.991  0.016
C: 2.760 -2.099 2.788  -0.002
C: 3.601 -3.041 2.225  0.012
C: 3.821 -3.097 0.861  -0.003
C: 3.174 -2.162 0.085  0.013
C: 2.365 -1.127 0.596  0.011
O: 1.919 -0.176 -0.186  0.171
N: 3.291 -2.280 -1.365  0.001
O: 2.241 -2.334 -1.996  0.005
O: 4.393 -2.357 -1.866  0.001
N: 4.254 -4.034 3.083  0.001
O: 4.958 -4.858 2.539  0.002
O: 4.034 -3.973 4.272  0.002
H: 2.588 -2.090 3.855  0.000
H: 4.464 -3.851 0.428  0.000
C: -2.221 -4.479 2.047  0.001
N: -0.919 -4.695 1.421  0.010
C: -1.111 -5.401 0.156  0.001
N: -2.028 -4.723 -0.759  0.011
C: -3.298 -4.499 -0.072  0.001
N: -3.170 -3.768 1.189  0.013
C: -2.765 -2.384 0.971  0.019
P: -1.128 -2.298 0.124  0.105
C: -0.198 -3.440 1.240  0.012
C: -1.459 -3.473 -1.257  0.014
H: -2.087 -3.923 2.976  0.000
H: -2.648 -5.454 2.285  0.000
H: -1.524 -6.386 0.378  0.000
H: -0.145 -5.533 -0.334  0.000
H: -3.737 -5.474 0.149  0.000
H: -3.976 -3.959 -0.735  0.000
H: -2.695 -1.861 1.929  0.001
H: -3.523 -1.874 0.369  0.001
H: -0.052 -2.956 2.207  0.000
H: 0.790 -3.635 0.817  0.001
H: -0.523 -3.674 -1.786  0.000
H: -2.147 -3.016 -1.974  0.000
O: 5.212 -0.587 -4.452  0.000
C: 4.340 -1.283 -5.304  0.000
N: 2.966 -1.185 -4.859  0.000
C: 2.052 -0.394 -5.466  0.000
O: 2.196 0.154 -6.538  0.000
C: 0.760 -0.236 -4.705  0.002
C: -0.448 -0.175 -5.382  0.002
C: -1.618 -0.016 -4.657  0.003
C: -1.541 0.097 -3.281  0.013
N: -0.376 0.082 -2.626  0.075
C: 0.750 -0.084 -3.328  0.010
H: 5.401 -1.137 -3.684  0.000
H: 4.616 -2.337 -5.374  0.000
H: 4.396 -0.822 -6.288  0.000
H: 2.715 -1.654 -4.000  0.000
H: -0.453 -0.250 -6.461  0.000
H: -2.580 0.023 -5.148  0.000
H: -2.433 0.226 -2.680  0.004
H: 1.669 -0.069 -2.754  0.001
C: -3.999 2.081 -0.536  0.021
Si: -3.359 2.561 1.159  0.084
C: -4.029 1.399 2.457  0.000
C: -3.671 4.361 1.535  0.028
Sb: -0.804 2.180 0.838  0.427
Si: 0.469 3.965 -0.639  0.119
C: -0.176 3.545 -2.347  0.031
C: 0.014 5.725 -0.229  0.033
C: 2.279 3.571 -0.450  0.002
Si: 0.083 3.109 3.229  0.094
C: -0.283 4.924 3.453  0.009
C: 1.924 2.856 3.073  0.020
C: -0.942 2.129 4.425  0.021
H: -5.066 2.306 -0.602  0.003
H: -3.875 1.008 -0.698  0.001
H: -3.499 2.615 -1.345  0.001
H: -5.062 1.157 2.199  0.000
H: -4.036 1.844 3.451  0.000
H: -3.469 0.465 2.509  0.000
H: -4.750 4.522 1.605  0.005
H: -3.289 5.012 0.749  0.001
H: -3.230 4.669 2.481  0.000
H: -1.242 3.315 -2.370  0.002
H: 0.364 2.707 -2.782  0.001
H: -0.019 4.419 -2.986  0.005
H: -1.025 5.933 -0.484  0.000
H: 0.638 6.362 -0.862  0.006
H: 0.184 6.023 0.804  0.000
H: 2.459 2.499 -0.350  0.000
H: 2.720 4.081 0.407  0.000
H: 2.804 3.912 -1.346  0.001
H: 0.107 5.566 2.664  0.000
H: 0.238 5.207 4.374  0.002
H: -1.338 5.141 3.604  0.000
H: 2.390 3.812 2.827  0.000
H: 2.216 2.120 2.326  0.001
H: 2.314 2.511 4.033  0.003
H: -2.002 2.333 4.279  0.000
H: -0.682 2.497 5.424  0.004
H: -0.733 1.065 4.386  0.000

---

[3]
The following is a DFT calculation (the ωB97M-V functional and the def2-TZVPD basis) of a 8-piece molecular cluster, C29H49N9O overall in a non-equilibrium geometry.

Properties
- Frontier orbital gap: 7.668 eV
- SMILES string: c1cc[nH]c1.c1cc[nH]c1.NC(N)=O.CCCC#N.CCCC#N.CCCC#N.CCCC#N.CCCC#N
- HOMO: -7.42 eV
- LUMO level: 0.25 eV
- Largest force on an atom: 5.50 eV Å⁻¹
- 2S+1: 1

Last column: Mulliken charge in e.
Atoms and positions in Å:
C: 16.764 6.881 -17.998  0.722
O: 16.007 6.025 -17.609  -0.712
N: 17.712 7.416 -17.294  -0.422
N: 16.830 7.299 -19.250  -0.374
H: 17.674 7.127 -16.327  0.245
H: 18.026 8.320 -17.615  0.127
H: 16.007 7.129 -19.810  0.223
H: 17.537 7.946 -19.569  0.165
C: 20.085 16.227 -24.332  -0.993
C: 19.003 15.144 -24.871  -0.655
C: 18.457 14.416 -23.671  0.028
C: 19.451 13.793 -22.684  0.331
N: 20.153 13.244 -22.003  -0.564
H: 20.613 16.621 -25.200  0.395
H: 20.788 15.900 -23.565  0.348
H: 19.710 17.147 -23.883  0.094
H: 19.567 14.525 -25.569  0.339
H: 18.248 15.593 -25.516  0.344
H: 17.682 13.657 -23.776  0.454
H: 17.938 15.126 -23.028  -0.091
C: 21.582 10.593 -15.257  -1.177
C: 20.906 11.375 -14.125  -0.600
C: 19.345 11.448 -14.321  0.092
C: 18.719 10.096 -14.412  0.287
N: 18.273 9.015 -14.479  -0.510
H: 21.214 10.824 -16.256  0.229
H: 21.433 9.527 -15.085  0.476
H: 22.642 10.748 -15.054  0.313
H: 21.315 12.378 -14.001  0.381
H: 21.192 11.005 -13.141  0.409
H: 19.122 12.016 -15.224  -0.279
H: 18.825 12.034 -13.563  0.375
C: 17.236 14.059 -18.072  -1.019
C: 18.456 13.327 -18.556  0.852
C: 18.105 12.238 -19.580  -0.147
C: 17.088 11.232 -19.120  -0.259
N: 16.313 10.516 -18.736  -0.245
H: 16.799 14.346 -19.029  0.020
H: 17.312 14.999 -17.524  0.404
H: 16.601 13.387 -17.495  0.358
H: 19.079 12.940 -17.749  -0.307
H: 19.091 13.996 -19.137  -0.009
H: 18.975 11.655 -19.884  0.471
H: 17.687 12.675 -20.488  -0.166
C: 12.001 13.662 -21.619  -1.256
C: 12.607 13.062 -20.377  -0.242
C: 14.089 12.620 -20.589  -0.002
C: 15.082 13.600 -21.144  0.216
N: 15.834 14.316 -21.667  -0.464
H: 12.736 14.349 -22.039  0.326
H: 11.083 14.229 -21.465  0.364
H: 11.943 12.932 -22.426  0.331
H: 11.969 12.214 -20.129  0.031
H: 12.625 13.684 -19.482  0.368
H: 14.117 11.778 -21.281  0.298
H: 14.589 12.428 -19.640  0.049
C: 22.822 16.483 -19.192  -1.523
C: 21.477 16.700 -18.488  0.118
C: 21.211 16.059 -17.101  -0.364
C: 21.436 14.602 -17.033  0.120
N: 21.533 13.479 -16.962  -0.373
H: 22.697 15.567 -19.770  0.332
H: 23.755 16.662 -18.658  0.354
H: 23.000 17.208 -19.986  0.437
H: 20.705 16.571 -19.246  -0.099
H: 21.327 17.775 -18.385  0.399
H: 20.148 16.166 -16.883  0.209
H: 21.822 16.466 -16.296  0.415
N: 13.266 7.820 -17.623  0.155
C: 12.136 7.891 -16.879  -0.448
C: 11.391 8.929 -17.419  -0.703
C: 12.122 9.570 -18.401  -0.284
C: 13.371 8.819 -18.515  -0.223
H: 14.017 7.155 -17.515  0.189
H: 11.921 7.156 -16.118  0.376
H: 10.371 9.026 -17.079  0.375
H: 11.615 10.322 -18.987  0.295
H: 14.200 8.936 -19.197  0.256
N: 19.129 18.610 -20.377  -0.007
C: 18.332 17.516 -20.116  -0.981
C: 17.561 17.362 -21.194  0.018
C: 17.943 18.240 -22.228  -0.824
C: 18.999 18.944 -21.698  -0.645
H: 19.843 19.013 -19.787  0.272
H: 18.440 17.048 -19.149  0.640
H: 16.780 16.621 -21.285  0.564
H: 17.638 18.214 -23.263  0.544
H: 19.561 19.687 -22.243  0.434

---

[4]
The following is a DFT calculation (the ωB97M-V functional and the def2-TZVPD basis) of C29H49NP2Pb as an isolated structure in a non-equilibrium geometry.

Properties
- Frontier orbital gap (alpha / beta): 3.122 / 2.499 eV
- Net charge: +2
- HOMO (alpha / beta): -10.79 / -10.86 eV
- LUMO level (alpha / beta): -7.67 / -8.36 eV
- Largest force on an atom: 3.47 eV Å⁻¹
- 2S+1: 1
- ΔE to the lowest compared entry with this formula, charge and spin: 38.8 kJ/mol

Last column: Mulliken charge in e.
Atoms and positions in Å:
Pb: -4.072 2.021 2.064  1.009
C: 1.388 -1.339 -0.917  0.610
C: 1.856 -0.154 -0.284  0.707
C: 1.412 -1.702 1.355  0.445
C: 1.129 -2.300 0.099  0.447
C: 1.873 -0.381 1.117  0.521
C: 1.218 -1.517 -2.373  -1.239
H: 0.496 -0.796 -2.789  -0.046
H: 0.862 -2.526 -2.606  0.384
H: 2.170 -1.363 -2.903  0.337
C: 0.655 -3.683 -0.096  -1.566
H: 0.840 -4.018 -1.122  0.442
H: -0.424 -3.778 0.102  0.144
H: 1.173 -4.371 0.587  0.384
C: 1.232 -2.344 2.670  -1.384
H: 1.518 -3.403 2.631  0.353
H: 0.184 -2.303 2.998  0.035
H: 1.838 -1.844 3.433  0.484
C: 2.342 0.576 2.139  -1.599
H: 3.441 0.629 2.165  0.281
H: 2.005 0.280 3.137  0.425
H: 1.974 1.589 1.932  0.226
C: 2.323 1.068 -0.968  -1.082
H: 3.420 1.077 -1.097  0.359
H: 2.059 1.969 -0.396  0.227
H: 1.877 1.156 -1.967  0.190
C: -1.270 1.432 -3.148  -0.551
C: -0.347 2.314 -3.563  -0.773
C: -0.336 3.814 -3.415  -1.116
C: -1.579 4.634 -2.969  -0.997
C: -1.726 4.761 -1.445  -0.073
C: -1.328 3.524 -0.665  -1.115
C: -2.121 2.258 -0.915  0.521
C: -2.482 1.799 -2.341  -1.002
H: -0.047 4.257 -4.385  0.670
H: -2.478 4.248 -3.465  0.236
H: 0.479 4.077 -2.729  0.308
H: -3.133 2.526 -2.842  0.370
H: -1.173 0.363 -3.379  0.647
H: 0.534 1.935 -4.095  0.483
H: -3.117 0.907 -2.205  0.685
H: -1.532 1.443 -0.465  -0.165
H: -0.247 3.344 -0.542  1.062
H: -3.089 2.251 -0.358  -1.254
H: -1.459 5.666 -3.349  0.692
H: -1.129 5.639 -1.135  0.615
P: -3.408 5.190 -0.782  0.968
C: -4.667 4.369 -1.751  -1.434
C: -3.660 6.942 -1.114  -1.341
P: -1.931 3.824 1.492  1.186
C: -3.347 4.954 1.003  -1.445
C: -0.613 5.136 1.486  -1.588
C: -2.189 3.862 3.348  -1.476
H: -5.018 3.437 -1.295  0.359
H: -4.324 4.187 -2.776  0.434
H: -5.503 5.079 -1.833  0.498
H: -4.721 7.156 -0.928  0.490
H: -3.435 7.161 -2.164  0.443
H: -3.049 7.587 -0.470  0.458
H: -1.534 4.637 3.764  0.574
H: -1.894 2.914 3.815  0.365
H: -3.218 4.130 3.624  0.497
H: -4.333 4.586 1.350  0.674
H: -3.186 5.920 1.514  0.585
H: -0.161 5.230 2.482  0.565
H: -1.047 6.106 1.211  0.430
H: 0.184 4.903 0.771  0.238
C: -3.060 0.422 4.541  -1.501
C: -2.687 -0.436 3.405  1.113
C: -2.384 -1.806 3.437  -0.950
C: -2.179 -2.203 2.097  -0.842
C: -2.341 -1.053 1.304  0.188
C: -2.198 -0.976 -0.150  0.148
N: -2.689 0.016 2.102  0.017
H: -4.009 0.972 4.411  0.332
H: -3.236 -0.225 5.411  0.365
H: -2.260 1.129 4.791  0.249
H: -2.359 -2.413 4.345  0.450
H: -1.935 -3.185 1.693  0.360
H: -2.024 -1.977 -0.564  0.366
H: -3.090 -0.560 -0.626  0.328
H: -1.322 -0.382 -0.436  -0.443